[1]
Density functional theory data (ωB97M-V/def2-TZVPD) for a 27-piece molecular cluster, C36H67Cl52NO5 overall in a non-equilibrium geometry.

Energy, eV: -701308.8608
HOMO, eV: -9.6
Lowest unoccupied orbital energy, hartree: 0.0074
Gap between HOMO and LUMO, eV: 9.75

Element x y z (Å)
C 3.520078 -3.445509 2.584026
C 2.424445 -2.554132 1.780329
O 2.837667 -2.104748 0.659955
N 1.079318 -2.221550 2.275815
C 0.588845 -3.155413 3.317742
C -0.138183 -2.532413 4.640916
O 0.648289 -4.407715 3.272328
C 0.091875 -1.992757 1.177474
C 0.188340 -0.441838 0.668616
C 0.027643 0.597313 1.916445
O 1.363038 1.157403 2.177780
C -1.482833 -2.040711 1.610576
C -2.062732 -3.540670 1.348022
O -0.974375 -4.108663 0.549525
C -0.043460 -3.133934 0.012601
O 0.502098 -3.150287 -1.120827
H 4.495948 -2.828293 2.595300
H 3.764054 -4.388260 1.981465
H 3.243555 -3.637815 3.672686
H -0.179558 -1.373409 4.624336
H 0.273924 -2.959943 5.612970
H -1.238933 -2.878245 4.563884
H -0.599742 -0.199375 -0.127217
H 1.210971 -0.197301 0.211215
H -0.313827 0.088066 2.880904
H -0.681911 1.457369 1.675878
H 1.910445 0.419561 2.540931
H -1.726581 -1.555265 2.619598
H -2.069439 -1.451244 0.802505
H -3.127469 -3.623021 0.946975
H -1.971822 -3.991366 2.408312
C -4.528742 -6.380099 1.925656
Cl -3.908069 -6.169905 3.567771
Cl -5.182260 -8.005461 1.692265
H -5.320024 -5.652147 1.750601
H -3.716629 -6.220107 1.217253
C -0.123685 3.858011 -0.841185
Cl -1.704803 3.492166 -0.137444
Cl 0.900594 2.419220 -0.896628
H -0.264670 4.229266 -1.855465
H 0.365409 4.618981 -0.234091
C -0.195295 2.511748 -4.823888
Cl 1.000932 3.798531 -4.623257
Cl -1.660333 2.849588 -3.891520
H -0.458175 2.429896 -5.881072
H 0.235005 1.574352 -4.479435
C 3.899288 0.104559 -1.735878
Cl 3.513407 1.180648 -3.086691
Cl 5.309672 -0.897367 -2.099039
H 4.111117 0.706845 -0.853281
H 3.044762 -0.543689 -1.543541
C 1.922731 2.569069 -8.084249
Cl 0.172964 2.550315 -7.840011
Cl 2.717976 1.269084 -7.184027
H 2.133530 2.442703 -9.145492
H 2.313926 3.526065 -7.741463
C 0.298602 7.876012 -4.220267
Cl -0.258716 6.833969 -2.907744
Cl -1.064661 8.559993 -5.115631
H 0.892235 8.689038 -3.796987
H 0.911394 7.287969 -4.903239
C 4.189530 8.298904 -3.715964
Cl 2.814435 9.264645 -3.167810
Cl 4.084796 6.639648 -3.114065
H 4.197246 8.280674 -4.805108
H 5.107920 8.751488 -3.348268
C 0.367946 -1.710831 -6.245707
Cl -0.682073 -0.864957 -5.104676
Cl 0.935828 -3.243313 -5.570029
H -0.191931 -1.907833 -7.159122
H 1.229328 -1.083213 -6.470014
C 3.481179 -0.348443 5.031071
Cl 1.719474 -0.269530 4.898807
Cl 4.237320 -0.378123 3.436253
H 3.834493 0.529357 5.571207
H 3.757053 -1.251683 5.574348
C -4.291184 7.493709 -6.455901
Cl -6.043254 7.475900 -6.213851
Cl -3.508619 6.191649 -5.555913
H -4.079599 7.367696 -7.516755
H -3.896510 8.448929 -6.111777
C 0.287912 -1.813394 -10.106295
Cl 1.451726 -0.498250 -9.875694
Cl -1.197060 -1.549109 -9.183122
H 0.038300 -1.875799 -11.164451
H 0.741323 -2.748048 -9.778501
C -8.755952 -8.582848 0.036396
Cl -10.436873 -8.668434 0.577286
Cl -8.539433 -7.313494 -1.174698
H -8.118983 -8.367194 0.893116
H -8.475139 -9.540367 -0.399909
C -8.592758 5.416567 -4.946068
Cl -9.590825 6.348319 -3.822096
Cl -8.079187 3.886303 -4.226664
H -9.172208 5.208553 -5.844614
H -7.710086 6.000888 -5.202778
C 3.927188 -6.967890 3.889937
Cl 5.111280 -5.675761 4.125909
Cl 2.472067 -6.689198 4.849394
H 3.654267 -7.007998 2.835910
H 4.372044 -7.913990 4.191993
C -1.871782 -5.659314 -3.974269
Cl -2.399295 -6.767549 -2.701514
Cl -3.253061 -5.005652 -4.864326
H -1.320634 -4.836062 -3.520744
H -1.226582 -6.197372 -4.667168
C -4.240423 -1.354838 5.136439
Cl -2.991045 -0.157636 4.776088
Cl -4.066498 -2.788040 4.116048
H -4.155062 -1.651590 6.180727
H -5.218817 -0.910119 4.957563
C 5.591312 8.557266 -0.197834
Cl 4.011516 9.339990 -0.066186
Cl 6.601404 9.348332 -1.415492
H 6.094436 8.613045 0.766452
H 5.447510 7.514781 -0.479289
C 3.456498 -10.128074 6.986536
Cl 1.697790 -9.984376 6.887719
Cl 4.179996 -10.213217 5.375947
H 3.854281 -9.258116 7.508762
H 3.707191 -11.034527 7.536132
C 7.920048 -3.617420 -2.901254
Cl 9.341982 -4.530403 -2.380857
Cl 8.338650 -1.943053 -3.281957
H 7.503121 -4.088504 -3.790173
H 7.182438 -3.624045 -2.099741
C 8.259464 0.729116 3.300499
Cl 7.759367 -0.416112 4.551257
Cl 6.864003 1.379698 2.432148
H 8.798766 1.551084 3.769079
H 8.909425 0.217519 2.592070
C 0.128847 10.008909 0.438705
Cl 0.654423 11.300069 -0.648932
Cl 0.224378 8.431119 -0.351674
H 0.771235 10.004172 1.318434
H -0.902389 10.194194 0.735882
C -6.069231 2.004116 2.867606
Cl -5.244348 2.341037 4.394525
Cl -5.601958 0.425216 2.222790
H -7.144924 2.012392 3.037363
H -5.803820 2.774249 2.144709
C -12.724246 8.024003 -5.353190
Cl -14.480364 8.187383 -5.473292
Cl -11.986348 7.859073 -6.950970
H -12.318988 8.909905 -4.866425
H -12.490576 7.139192 -4.762837
C -2.510973 -5.097162 7.184527
Cl -1.069362 -5.992782 7.672145
Cl -2.136486 -3.395519 6.883369
H -2.910831 -5.538929 6.272654
H -3.251821 -5.159628 7.980317
C 4.477967 4.092032 3.857380
Cl 5.045130 3.459913 5.408333
Cl 5.136811 5.702582 3.544126
H 4.797214 3.418383 3.063364
H 3.390639 4.151593 3.875861
C 3.991413 -6.890254 9.934705
Cl 4.906781 -8.274440 9.327868
Cl 2.322670 -6.939636 9.359158
H 3.994926 -6.912105 11.023523
H 4.460064 -5.972449 9.582511

Forces on atoms 1 to 6 (eV/Å):
-0.3 1.1 0.1
2.3 0.7 -3.1
-2.1 -1.4 4.2
1.1 -2.5 -0.7
-1.0 -2.8 2.3
-1.0 0.3 -1.6

Here are the Löwdin charges for atoms 1 to 5, given in e:
1. C -0.0803
2. C -0.3445
3. O 0.0059
4. N 0.0683
5. C -0.3435


[2]
Density functional theory data (ωB97M-V/def2-TZVPD) for a 4-piece molecular cluster, C36H69BFNO13P overall in a non-equilibrium geometry.

Net charge: -1
Energy, eV: -79230.6713
HOMO, eV: -4.7
Lowest unoccupied orbital energy, hartree: 0.0802
Gap between HOMO and LUMO, eV: 6.91

Element x y z (Å)
C -0.431732 -0.162714 7.428240
C 0.051762 0.741665 6.157530
P 1.197312 -0.419049 5.127727
C 2.864635 -0.304720 6.046912
C 1.338643 0.192658 3.326614
C 0.978667 1.757611 3.171607
C 2.158290 2.590483 3.870596
C 2.945194 3.584537 2.897447
O 3.181187 3.262670 1.713626
N 3.404204 4.882128 3.520614
C 2.431955 5.899509 3.056918
C 0.905751 5.694748 3.342586
C -0.194681 6.682752 2.857930
C 0.241336 7.943266 2.050250
C 1.753690 8.147808 1.816083
C 2.873756 7.192093 2.282044
O 2.599714 0.022302 2.624507
B 2.234429 -0.349206 1.244327
C 3.384032 -0.461732 0.081499
C 2.848385 0.420512 -1.165246
O 3.480803 1.408318 -1.637952
O 1.293843 -1.477391 1.462776
C 0.449263 -0.918554 2.513235
C -1.082294 -0.619502 2.171346
C -1.980460 -0.366224 3.490818
F -1.621485 -1.850860 1.575519
H 0.467010 -0.326102 8.114468
H -0.755980 -1.169108 6.961358
H -1.289068 0.370011 7.965596
H -0.829280 1.137968 5.555603
H 0.721222 1.623271 6.496930
H 3.725487 -0.681454 5.397904
H 3.041014 0.769685 6.445347
H 2.732270 -0.946822 7.000425
H 0.870773 2.113317 2.094714
H -0.033566 1.990311 3.686544
H 2.962467 1.911827 4.351362
H 1.739605 3.228974 4.729908
H 4.302338 5.068695 3.028678
H 0.551508 4.782337 3.919373
H -1.298813 6.454633 3.078037
H -0.566536 8.660804 1.664550
H 2.074376 9.087970 1.241973
H 3.981762 7.395319 2.047472
H 1.479513 0.493852 0.803355
H 3.440742 -1.538273 -0.327594
H 4.415568 -0.079284 0.383774
H 1.842207 0.168189 -1.685060
H 0.400119 -1.793450 3.262206
H -1.233456 0.204931 1.392842
H -1.583045 -0.888873 4.422370
H -3.009164 -0.820953 3.249371
H -2.070328 0.763109 3.623024
C 1.298824 -3.327015 -1.175447
O 1.786133 -4.628674 -1.477261
C 0.800053 -5.645547 -1.415939
C 0.806141 -6.531420 -2.665711
O 0.438264 -5.889256 -3.889172
C 1.304785 -4.871921 -4.393876
C 2.709758 -5.319096 -4.800752
O 3.490365 -5.712916 -3.677882
C 4.121603 -6.970673 -3.825329
H 1.407487 -3.130919 -0.106774
H 1.905187 -2.604207 -1.726192
H 0.256707 -3.190409 -1.481518
H -0.202021 -5.229245 -1.266117
H 1.037357 -6.273217 -0.547576
H 0.053217 -7.308415 -2.512492
H 1.752345 -7.052602 -2.781798
H 1.335831 -4.025971 -3.708599
H 0.812005 -4.496237 -5.297077
H 3.223309 -4.468704 -5.263555
H 2.636418 -6.123470 -5.542296
H 3.513432 -7.677359 -4.399865
H 4.265948 -7.391036 -2.827588
H 5.099857 -6.842489 -4.298038
C 3.500892 -0.990237 -9.807108
O 2.491848 -1.851917 -10.304938
C 2.718395 -3.228513 -10.037609
C 1.487423 -3.910546 -9.432430
O 1.096329 -3.459160 -8.134269
C 0.628669 -2.115253 -8.009722
C -0.663293 -1.775363 -8.754381
O -0.486765 -1.799614 -10.166775
C -1.458304 -2.563623 -10.857686
H 4.266506 -0.837884 -10.572657
H 3.039440 -0.027116 -9.578570
H 3.956179 -1.368842 -8.887054
H 3.580571 -3.376199 -9.378257
H 2.941856 -3.710442 -10.997583
H 1.735658 -4.966790 -9.305006
H 0.640968 -3.883873 -10.112752
H 1.425346 -1.412480 -8.248769
H 0.431123 -1.978134 -6.941494
H -0.958662 -0.754462 -8.487255
H -1.458647 -2.459116 -8.436104
H -1.782070 -3.440116 -10.286985
H -1.005287 -2.919970 -11.785531
H -2.318430 -1.934924 -11.104973
C -4.222398 5.186319 6.799295
O -4.873813 4.843016 5.588988
C -4.027013 4.229544 4.626512
C -4.635182 2.944837 4.055585
O -4.798111 1.865415 4.980816
C -5.728686 2.042968 6.048282
C -7.195697 2.209933 5.648298
O -7.426627 3.439475 4.970530
C -8.140109 3.304377 3.754437
H -3.839425 6.208330 6.735081
H -4.959560 5.139762 7.604139
H -3.412327 4.493920 7.047972
H -3.035233 4.013952 5.039029
H -3.901987 4.945629 3.804918
H -3.943081 2.571276 3.297439
H -5.568645 3.140081 3.535688
H -5.400221 2.844103 6.709076
H -5.658950 1.127179 6.644761
H -7.803526 2.229341 6.560300
H -7.508855 1.351373 5.043131
H -7.894564 2.376253 3.228290
H -7.858141 4.137713 3.107289
H -9.215544 3.356586 3.946824

Forces on atoms 1 to 6 (eV/Å):
0.3 0.5 -1.3
0.9 0.3 0.7
0.3 -0.7 0.6
-0.2 0.9 1.0
0.2 1.0 -2.6
-0.2 0.1 0.5

Here are the Löwdin charges for atoms 1 to 5, given in e:
1. C -0.1901
2. C -0.4191
3. P 1.0012
4. C -0.3144
5. C -0.4900